Entry 1:
Formula: C20H18Cl2INO4S
Source: OMol25
Level of theory: ωB97M-V with the def2-TZVPD basis set

Each line ends with the natural charge from an NBO analysis.
CARTESIAN COORDINATES (ANGSTROEM)
1 H -5.07 -0.27 -2.06  0.22
2 N -3.32 1.29 1.34  -0.50
3 O 3.70 0.47 0.54  -0.47
4 H 1.48 1.31 1.89  0.24
5 H -4.81 0.90 -0.80  0.22
6 C 0.86 -2.81 -1.50  -0.08
7 C -4.11 1.21 2.25  0.25
8 C 2.91 4.15 0.87  -0.64
9 H 0.40 -4.31 0.85  0.24
10 O 4.17 3.08 -0.93  -0.72
11 C 1.26 -4.55 0.23  -0.66
12 H -4.62 -1.24 0.24  0.24
13 O -1.70 -2.90 -0.11  -0.51
14 C -1.45 -1.74 0.09  0.55
15 C -1.03 0.47 1.76  0.50
16 H 2.13 -4.05 0.65  0.23
17 C -2.56 -0.74 0.25  -0.08
18 C 1.38 0.48 1.20  -0.28
19 C 2.45 -0.01 0.46  0.34
20 H 3.73 3.60 -1.62  0.47
21 H -2.22 0.65 -1.78  0.22
22 H 4.96 1.97 0.99  0.22
23 H 1.41 -5.63 0.26  0.24
24 C 1.00 -4.09 -1.17  0.00
25 S -5.17 1.13 3.38  0.10
26 C 0.13 -0.11 1.04  -0.02
27 H 3.56 1.90 2.05  0.18
28 H -3.71 -1.93 -1.07  0.24
29 H -3.16 0.28 -3.24  0.23
30 I -3.45 2.83 -2.61  0.06
31 Cl 0.47 -2.28 -3.10  0.02
32 C 1.02 -1.70 -0.53  0.00
33 C 3.24 2.85 0.12  0.06
34 Cl 0.81 -5.33 -2.35  0.03
35 O -0.94 1.04 2.82  -0.49
36 C -3.84 -1.02 -0.49  -0.44
37 H 2.31 2.46 -0.31  0.17
38 C 3.88 1.81 1.01  -0.09
39 H 2.60 3.96 1.90  0.21
40 H 3.79 4.79 0.88  0.22
41 C -2.35 0.30 1.06  0.15
42 C -3.20 0.72 -2.25  -0.49
43 C 2.26 -1.09 -0.40  -0.22
44 H 2.09 4.68 0.38  0.22
45 H 3.10 -1.44 -0.98  0.24
46 C -0.07 -1.20 0.19  -0.17
47 C -4.31 0.14 -1.39  -0.43

Summary:
* energy: -2744.87175 hartree
* charge: 0


Entry 2:
Formula: C20H18ClN3O3S
Source: OMol25
Level of theory: ωB97M-V with the def2-TZVPD basis set

Each line ends with the natural charge from an NBO analysis.
CARTESIAN COORDINATES (ANGSTROEM)
1 C 5.66 -0.95 0.24  -0.20
2 S 1.22 -1.51 1.12  2.33
3 C -5.41 -0.11 0.93  -0.25
4 N -3.16 0.97 -0.77  -0.59
5 C 0.94 2.58 1.10  -0.23
6 C 3.67 -0.43 -1.60  -0.26
7 O -3.19 2.91 0.37  -0.62
8 C -6.75 -2.07 0.72  -0.26
9 C -1.18 1.65 0.42  -0.07
10 C 5.95 -0.17 -0.88  -0.03
11 C -0.66 0.37 0.58  -0.20
12 C 4.40 -1.48 0.44  -0.23
13 H -0.80 3.73 0.61  0.24
14 C 7.33 0.39 -1.07  -0.63
15 C -6.13 -1.13 1.52  -0.16
16 C -4.55 1.01 -1.16  -0.27
17 H 7.60 1.03 -0.23  0.22
18 H -6.21 -1.19 2.60  0.22
19 C -6.62 -1.94 -0.66  0.04
20 H -2.64 0.13 -1.00  0.40
21 C 4.94 0.08 -1.79  -0.19
22 C -5.34 -0.07 -0.46  0.19
23 H -4.93 2.00 -0.88  0.25
24 O 2.05 -1.68 2.26  -0.91
25 C 0.65 0.20 0.98  -0.37
26 C -0.37 2.75 0.70  -0.15
27 H 8.06 -0.41 -1.12  0.22
28 C 3.39 -1.21 -0.48  0.20
29 H 6.44 -1.15 0.96  0.21
30 H 1.51 -1.73 -1.08  0.41
31 H 4.18 -2.07 1.31  0.24
32 H 2.89 -0.23 -2.32  0.21
33 H 5.14 0.68 -2.67  0.21
34 H -4.92 0.65 1.52  0.23
35 O 0.06 -2.34 0.96  -0.94
36 N 2.11 -1.75 -0.27  -0.87
37 H 1.57 3.43 1.32  0.24
38 N -5.93 -0.97 -1.23  -0.43
39 Cl 3.08 1.07 1.74  0.06
40 C -2.61 1.91 0.02  0.64
41 H -4.64 0.87 -2.24  0.22
42 C 1.46 1.29 1.24  -0.01
43 H -7.32 -2.88 1.14  0.22
44 H 7.39 0.97 -1.99  0.21
45 H -1.24 -0.53 0.43  0.25
46 H -7.08 -2.64 -1.34  0.19

Summary:
* energy: -2021.32457 hartree
* relative energy (zero: lowest compared OMol25 entry of this formula, charge and spin): 129.5 kJ/mol
* charge: 0
* SMILES: Cc1ccc(NS(=O)(=O)c2cc(C(=O)NCc3ccccn3)ccc2Cl)cc1


Entry 3:
Formula: C20H18ClN3O5S
Source: OMol25
Level of theory: ωB97M-V with the def2-TZVPD basis set

Each line ends with the natural charge from an NBO analysis.
CARTESIAN COORDINATES (ANGSTROEM)
1 C -4.67 1.98 -0.94  -0.06
2 H -3.65 -4.53 -0.45  0.20
3 H 7.04 -0.10 3.04  0.27
4 H -2.31 1.65 -1.89  0.22
5 C -0.05 -0.73 -1.11  -0.11
6 O 5.89 0.45 0.29  -0.60
7 C -4.53 1.66 0.40  -0.19
8 O 7.26 -2.33 1.44  -0.58
9 C -4.46 2.67 1.34  -0.03
10 C -4.76 3.31 -1.33  -0.22
11 H -4.77 5.35 -0.68  0.22
12 O -4.16 -0.33 -1.58  -0.48
13 H 2.01 -0.03 -1.13  0.17
14 H -0.49 -2.75 -0.64  0.24
15 H 5.49 0.68 3.41  0.25
16 O 6.59 2.10 1.62  -0.68
17 H -4.47 0.62 0.70  0.23
18 C -0.92 -1.80 -0.91  -0.28
19 C -4.70 4.31 -0.38  -0.19
20 C 6.15 0.87 1.39  0.80
21 O -3.21 -2.63 -0.89  -0.50
22 H -2.09 -4.33 -1.30  0.18
23 C 5.34 -1.27 2.44  -0.43
24 C -0.57 0.51 -1.47  -0.19
25 S 3.62 -1.09 1.87  0.22
26 C -2.75 -3.91 -0.53  -0.25
27 C -4.55 4.00 0.97  -0.24
28 C 6.03 0.08 2.67  -0.52
29 N 1.87 -2.03 -0.63  -0.24
30 C -2.80 -0.38 -1.44  0.25
31 C 1.38 -0.90 -0.95  0.07
32 H 6.69 2.59 0.78  0.50
33 Cl -4.27 2.27 3.01  0.01
34 C -2.28 -1.65 -1.07  0.33
35 H 5.33 -1.83 3.37  0.26
36 H -5.80 0.62 -2.14  0.21
37 H 0.09 1.35 -1.62  0.21
38 H -4.50 4.78 1.71  0.23
39 H -2.23 -3.90 0.43  0.18
40 N 5.26 -2.43 0.37  -0.61
41 C 3.96 -1.99 0.36  0.28
42 C -1.93 0.68 -1.62  -0.28
43 N 3.16 -2.28 -0.56  -0.30
44 H -4.33 1.22 -2.93  0.18
45 H -4.87 3.56 -2.37  0.21
46 C -4.75 0.88 -1.98  -0.08
47 C 6.09 -2.06 1.37  0.70
48 H 5.62 -2.91 -0.45  0.43

Summary:
* energy: -2171.78279 hartree
* relative energy (zero: lowest compared OMol25 entry of this formula, charge and spin): 114.5 kJ/mol
* charge: 0
* SMILES: COc1cc(/C=N/N=C2/NC(=O)[C@@H](CC(=O)O)S2)ccc1OCc1cccc(Cl)c1


Entry 4:
Formula: C20H18ErN3O
Source: OMol25
Level of theory: ωB97M-V with the def2-TZVPD basis set

Each line ends with the natural charge from an NBO analysis.
CARTESIAN COORDINATES (ANGSTROEM)
1 C 5.69 1.97 -1.51  -0.20
2 C 1.21 -0.84 -1.96  -0.31
3 H 1.60 -2.75 -0.81  0.24
4 H -0.79 2.66 -0.93  0.25
5 C 0.91 2.46 0.52  -0.37
6 C -1.05 -0.83 -1.57  -0.34
7 H -0.65 1.14 3.19  0.25
8 C 6.59 -0.38 -2.70  -0.22
9 C 6.86 1.98 -2.25  -0.19
10 C -0.42 2.32 0.04  -0.33
11 H 1.70 3.00 0.00  0.23
12 C 0.02 -0.09 -2.15  -0.34
13 Er 0.45 -0.08 0.35  1.60
14 H -2.28 1.60 1.07  0.26
15 C 0.91 -2.00 -1.19  -0.38
16 C 0.96 1.97 1.87  -0.38
17 C 3.84 -0.18 0.79  -0.10
18 N -3.70 -1.76 1.99  -0.67
19 H 3.44 0.06 1.78  0.20
20 H 7.41 2.92 -2.34  0.22
21 N -6.09 -1.10 2.20  -0.46
22 C -2.58 -1.27 1.67  0.64
23 C -0.50 -2.01 -0.98  -0.29
24 O 2.76 -0.32 -0.19  -0.58
25 H 1.83 2.00 2.54  0.24
26 C 7.28 0.82 -2.89  -0.20
27 H -0.05 0.84 -2.71  0.24
28 H 5.33 2.87 -1.03  0.22
29 C 4.96 0.77 -1.29  -0.11
30 C -1.20 1.76 1.10  -0.31
31 H 4.67 -0.91 0.71  0.21
32 H 8.15 0.87 -3.54  0.22
33 H -2.11 -0.58 -1.64  0.25
34 C 5.43 -0.42 -1.91  -0.15
35 H -1.05 -2.81 -0.49  0.25
36 H 6.94 -1.28 -3.20  0.22
37 H 4.90 -1.36 -1.75  0.22
38 H 3.34 1.78 -0.19  0.23
39 C -0.35 1.54 2.22  -0.31
40 N -1.46 -0.98 1.37  -0.72
41 H 2.13 -0.62 -2.51  0.24
42 C -4.94 -1.35 2.10  0.44
43 C 3.86 0.83 -0.30  0.09

Summary:
* 2S+1: 4
* energy: -2027.41891 hartree
* relative energy (zero: lowest compared OMol25 entry of this formula, charge and spin): 0.0 kJ/mol
* charge: 0
* ⟨S²⟩: 3.75


Entry 5:
Formula: C20H18F3N2O5S2
Source: OMol25
Level of theory: ωB97M-V with the def2-TZVPD basis set

Each line ends with the natural charge from an NBO analysis.
CARTESIAN COORDINATES (ANGSTROEM)
1 C 3.66 1.06 -3.28  -0.23
2 C 3.11 1.95 3.12  -0.23
3 F -2.23 0.89 0.16  -0.32
4 O 2.70 -0.31 -0.28  -0.97
5 C -2.24 -0.05 -0.81  0.84
6 H -1.07 -3.98 0.89  0.24
7 O -3.24 -3.09 1.99  -0.63
8 H 2.94 -0.13 3.69  0.20
9 C 0.54 1.65 2.08  -0.08
10 C 2.01 -0.28 -5.14  -0.18
11 H -0.42 -3.44 2.46  0.22
12 C 1.71 -0.30 -3.77  -0.15
13 H -0.48 1.51 1.73  0.23
14 O 1.37 1.67 -0.92  -0.96
15 C 2.52 0.37 -2.87  -0.22
16 C -2.74 -2.01 1.74  0.80
17 C 2.46 0.71 3.19  -0.17
18 C 3.13 0.42 -5.58  -0.23
19 N 0.68 -0.66 -1.74  -0.98
20 S -1.47 -1.65 -0.48  0.33
21 H 0.45 -3.05 0.94  0.23
22 H 4.11 2.08 3.53  0.20
23 F -1.69 0.53 -1.90  -0.31
24 O -3.33 -0.81 1.87  -0.51
25 H 4.27 1.57 -2.53  0.22
26 H -5.22 -1.58 1.33  0.20
27 F -3.54 -0.37 -1.12  -0.36
28 H -6.27 0.74 1.81  0.20
29 C -4.80 -0.82 1.98  -0.07
30 C -0.54 -3.19 1.40  -0.64
31 H -5.15 0.65 0.47  0.23
32 C 0.57 -0.97 -3.08  0.64
33 N -0.70 -0.81 2.03  -0.46
34 H 1.33 -0.80 -5.82  0.22
35 C -5.23 0.55 1.56  -0.63
36 O -0.30 -1.69 -3.59  -0.65
37 C 3.96 1.08 -4.65  -0.22
38 H -5.05 -1.03 3.03  0.18
39 C 2.47 3.03 2.49  -0.20
40 H 3.37 0.46 -6.64  0.20
41 H 1.11 -1.61 2.77  0.15
42 C 1.18 2.88 1.96  -0.22
43 H -4.61 1.33 2.00  0.22
44 S 1.82 0.33 -1.23  2.31
45 H 2.98 3.99 2.38  0.20
46 C 0.49 -0.75 2.46  0.17
47 H 4.84 1.62 -5.00  0.20
48 H 0.66 3.70 1.46  0.21
49 C -1.29 -1.88 1.28  -0.13
50 C 1.18 0.53 2.62  -0.14

Summary:
* energy: -2354.64980 hartree
* charge: -1


Repeat the second record exactly.
Formula: C20H18ClN3O3S
Source: OMol25
Level of theory: ωB97M-V with the def2-TZVPD basis set

Each line ends with the natural charge from an NBO analysis.
CARTESIAN COORDINATES (ANGSTROEM)
1 C 5.66 -0.95 0.24  -0.20
2 S 1.22 -1.51 1.12  2.33
3 C -5.41 -0.11 0.93  -0.25
4 N -3.16 0.97 -0.77  -0.59
5 C 0.94 2.58 1.10  -0.23
6 C 3.67 -0.43 -1.60  -0.26
7 O -3.19 2.91 0.37  -0.62
8 C -6.75 -2.07 0.72  -0.26
9 C -1.18 1.65 0.42  -0.07
10 C 5.95 -0.17 -0.88  -0.03
11 C -0.66 0.37 0.58  -0.20
12 C 4.40 -1.48 0.44  -0.23
13 H -0.80 3.73 0.61  0.24
14 C 7.33 0.39 -1.07  -0.63
15 C -6.13 -1.13 1.52  -0.16
16 C -4.55 1.01 -1.16  -0.27
17 H 7.60 1.03 -0.23  0.22
18 H -6.21 -1.19 2.60  0.22
19 C -6.62 -1.94 -0.66  0.04
20 H -2.64 0.13 -1.00  0.40
21 C 4.94 0.08 -1.79  -0.19
22 C -5.34 -0.07 -0.46  0.19
23 H -4.93 2.00 -0.88  0.25
24 O 2.05 -1.68 2.26  -0.91
25 C 0.65 0.20 0.98  -0.37
26 C -0.37 2.75 0.70  -0.15
27 H 8.06 -0.41 -1.12  0.22
28 C 3.39 -1.21 -0.48  0.20
29 H 6.44 -1.15 0.96  0.21
30 H 1.51 -1.73 -1.08  0.41
31 H 4.18 -2.07 1.31  0.24
32 H 2.89 -0.23 -2.32  0.21
33 H 5.14 0.68 -2.67  0.21
34 H -4.92 0.65 1.52  0.23
35 O 0.06 -2.34 0.96  -0.94
36 N 2.11 -1.75 -0.27  -0.87
37 H 1.57 3.43 1.32  0.24
38 N -5.93 -0.97 -1.23  -0.43
39 Cl 3.08 1.07 1.74  0.06
40 C -2.61 1.91 0.02  0.64
41 H -4.64 0.87 -2.24  0.22
42 C 1.46 1.29 1.24  -0.01
43 H -7.32 -2.88 1.14  0.22
44 H 7.39 0.97 -1.99  0.21
45 H -1.24 -0.53 0.43  0.25
46 H -7.08 -2.64 -1.34  0.19

Summary:
* energy: -2021.32457 hartree
* relative energy (zero: lowest compared OMol25 entry of this formula, charge and spin): 129.5 kJ/mol
* charge: 0
* SMILES: Cc1ccc(NS(=O)(=O)c2cc(C(=O)NCc3ccccn3)ccc2Cl)cc1


Please write out number 2 again, unchanged.
Formula: C20H18ClN3O3S
Source: OMol25
Level of theory: ωB97M-V with the def2-TZVPD basis set

Each line ends with the natural charge from an NBO analysis.
CARTESIAN COORDINATES (ANGSTROEM)
1 C 5.66 -0.95 0.24  -0.20
2 S 1.22 -1.51 1.12  2.33
3 C -5.41 -0.11 0.93  -0.25
4 N -3.16 0.97 -0.77  -0.59
5 C 0.94 2.58 1.10  -0.23
6 C 3.67 -0.43 -1.60  -0.26
7 O -3.19 2.91 0.37  -0.62
8 C -6.75 -2.07 0.72  -0.26
9 C -1.18 1.65 0.42  -0.07
10 C 5.95 -0.17 -0.88  -0.03
11 C -0.66 0.37 0.58  -0.20
12 C 4.40 -1.48 0.44  -0.23
13 H -0.80 3.73 0.61  0.24
14 C 7.33 0.39 -1.07  -0.63
15 C -6.13 -1.13 1.52  -0.16
16 C -4.55 1.01 -1.16  -0.27
17 H 7.60 1.03 -0.23  0.22
18 H -6.21 -1.19 2.60  0.22
19 C -6.62 -1.94 -0.66  0.04
20 H -2.64 0.13 -1.00  0.40
21 C 4.94 0.08 -1.79  -0.19
22 C -5.34 -0.07 -0.46  0.19
23 H -4.93 2.00 -0.88  0.25
24 O 2.05 -1.68 2.26  -0.91
25 C 0.65 0.20 0.98  -0.37
26 C -0.37 2.75 0.70  -0.15
27 H 8.06 -0.41 -1.12  0.22
28 C 3.39 -1.21 -0.48  0.20
29 H 6.44 -1.15 0.96  0.21
30 H 1.51 -1.73 -1.08  0.41
31 H 4.18 -2.07 1.31  0.24
32 H 2.89 -0.23 -2.32  0.21
33 H 5.14 0.68 -2.67  0.21
34 H -4.92 0.65 1.52  0.23
35 O 0.06 -2.34 0.96  -0.94
36 N 2.11 -1.75 -0.27  -0.87
37 H 1.57 3.43 1.32  0.24
38 N -5.93 -0.97 -1.23  -0.43
39 Cl 3.08 1.07 1.74  0.06
40 C -2.61 1.91 0.02  0.64
41 H -4.64 0.87 -2.24  0.22
42 C 1.46 1.29 1.24  -0.01
43 H -7.32 -2.88 1.14  0.22
44 H 7.39 0.97 -1.99  0.21
45 H -1.24 -0.53 0.43  0.25
46 H -7.08 -2.64 -1.34  0.19

Summary:
* energy: -2021.32457 hartree
* relative energy (zero: lowest compared OMol25 entry of this formula, charge and spin): 129.5 kJ/mol
* charge: 0
* SMILES: Cc1ccc(NS(=O)(=O)c2cc(C(=O)NCc3ccccn3)ccc2Cl)cc1


Which of these has the lowest charge? C20H18F3N2O5S2


Please write out number 2 again, unchanged.
Formula: C20H18ClN3O3S
Source: OMol25
Level of theory: ωB97M-V with the def2-TZVPD basis set

Each line ends with the natural charge from an NBO analysis.
CARTESIAN COORDINATES (ANGSTROEM)
1 C 5.66 -0.95 0.24  -0.20
2 S 1.22 -1.51 1.12  2.33
3 C -5.41 -0.11 0.93  -0.25
4 N -3.16 0.97 -0.77  -0.59
5 C 0.94 2.58 1.10  -0.23
6 C 3.67 -0.43 -1.60  -0.26
7 O -3.19 2.91 0.37  -0.62
8 C -6.75 -2.07 0.72  -0.26
9 C -1.18 1.65 0.42  -0.07
10 C 5.95 -0.17 -0.88  -0.03
11 C -0.66 0.37 0.58  -0.20
12 C 4.40 -1.48 0.44  -0.23
13 H -0.80 3.73 0.61  0.24
14 C 7.33 0.39 -1.07  -0.63
15 C -6.13 -1.13 1.52  -0.16
16 C -4.55 1.01 -1.16  -0.27
17 H 7.60 1.03 -0.23  0.22
18 H -6.21 -1.19 2.60  0.22
19 C -6.62 -1.94 -0.66  0.04
20 H -2.64 0.13 -1.00  0.40
21 C 4.94 0.08 -1.79  -0.19
22 C -5.34 -0.07 -0.46  0.19
23 H -4.93 2.00 -0.88  0.25
24 O 2.05 -1.68 2.26  -0.91
25 C 0.65 0.20 0.98  -0.37
26 C -0.37 2.75 0.70  -0.15
27 H 8.06 -0.41 -1.12  0.22
28 C 3.39 -1.21 -0.48  0.20
29 H 6.44 -1.15 0.96  0.21
30 H 1.51 -1.73 -1.08  0.41
31 H 4.18 -2.07 1.31  0.24
32 H 2.89 -0.23 -2.32  0.21
33 H 5.14 0.68 -2.67  0.21
34 H -4.92 0.65 1.52  0.23
35 O 0.06 -2.34 0.96  -0.94
36 N 2.11 -1.75 -0.27  -0.87
37 H 1.57 3.43 1.32  0.24
38 N -5.93 -0.97 -1.23  -0.43
39 Cl 3.08 1.07 1.74  0.06
40 C -2.61 1.91 0.02  0.64
41 H -4.64 0.87 -2.24  0.22
42 C 1.46 1.29 1.24  -0.01
43 H -7.32 -2.88 1.14  0.22
44 H 7.39 0.97 -1.99  0.21
45 H -1.24 -0.53 0.43  0.25
46 H -7.08 -2.64 -1.34  0.19

Summary:
* energy: -2021.32457 hartree
* relative energy (zero: lowest compared OMol25 entry of this formula, charge and spin): 129.5 kJ/mol
* charge: 0
* SMILES: Cc1ccc(NS(=O)(=O)c2cc(C(=O)NCc3ccccn3)ccc2Cl)cc1